# 1
One molecule with the formula C5H10BN in a non-equilibrium geometry. Source: the OMol25 dataset; level of theory: wB97M-V/def2-TZVPD.

Values from the calculation:
- energy relative to the best compared isomer or geometry (same formula, charge and spin) (eV) = 3.132
- LUMO energy (hartree) = 0.0200

```
! RIJCOSX wB97M-V def2-TZVPD def2/J DEFGRID3
* xyz 0 1
C -1.24 -1.31 1.55
C -1.07 -0.67 0.28
B 0.22 0.24 0.06
C 1.55 0.27 0.89
C 0.23 1.19 -1.13
N 0.11 2.31 -1.72
C 0.50 1.20 -2.62
H -0.43 -1.91 1.98
H -2.08 -2.00 1.68
H -1.50 -0.54 2.25
H -1.85 0.04 -0.06
H -1.11 -1.41 -0.51
H 2.39 0.89 0.61
H 2.01 -0.71 1.14
H 1.00 0.50 1.82
H 1.49 1.06 -2.98
H -0.24 0.83 -3.25
*
```

List of Löwdin charges in e, atom by atom: atom 1 (C): -0.158, atom 2 (C): -0.209, atom 3 (B): -0.286, atom 4 (C): -0.009, atom 5 (C): -0.179, atom 6 (N): 0.132, atom 7 (C): -0.116, atom 8 (H): 0.090, atom 9 (H): 0.079, atom 10 (H): 0.073, atom 11 (H): 0.120, atom 12 (H): 0.111, atom 13 (H): 0.061, atom 14 (H): 0.076, atom 15 (H): 0.085, atom 16 (H): 0.074, atom 17 (H): 0.055


# 2
C5H10BN2O as an isolated structure in a non-equilibrium geometry. Source: the OMol25 dataset; level of theory: wB97M-V/def2-TZVPD.

Values from the calculation:
- expectation value of S² = 2.02
- LUMO energy (spin up / spin down) (hartree) = -0.1176 / -0.3067

```
! RIJCOSX wB97M-V def2-TZVPD def2/J DEFGRID3
* xyz 1 3
B 0.91 -0.38 -0.07
C 3.65 -0.03 -0.03
C 0.59 1.18 -0.10
C -0.06 -1.50 0.13
C -0.94 1.45 0.11
C -1.45 -1.12 0.26
N 4.58 0.65 0.19
N -1.73 0.19 -0.35
O 2.76 -0.86 -0.15
H 1.30 1.64 0.62
H 1.03 1.65 -0.97
H -0.08 -2.25 -0.62
H 0.34 -1.94 0.95
H -1.20 1.41 1.25
H -1.47 2.34 -0.40
H -2.07 -1.75 -0.29
H -1.92 -1.05 1.33
H -2.72 0.30 -0.51
H -1.52 0.09 -1.37
*
```

List of Löwdin charges in e, atom by atom: atom 1 (B): -0.168, atom 2 (C): -0.255, atom 3 (C): -0.145, atom 4 (C): -0.171, atom 5 (C): -0.066, atom 6 (C): -0.156, atom 7 (N): 0.354, atom 8 (N): 0.006, atom 9 (O): 0.212, atom 10 (H): 0.108, atom 11 (H): 0.086, atom 12 (H): 0.107, atom 13 (H): 0.097, atom 14 (H): 0.161, atom 15 (H): 0.158, atom 16 (H): 0.121, atom 17 (H): 0.187, atom 18 (H): 0.174, atom 19 (H): 0.190


# 3
One molecule with the formula C5H10BNO3 in a non-equilibrium geometry. Source: the OMol25 dataset; level of theory: wB97M-V/def2-TZVPD.

Values from the calculation:
- energy relative to the best compared isomer or geometry (same formula, charge and spin) (eV) = 2.479
- LUMO energy (hartree) = 0.0100

```
! RIJCOSX wB97M-V def2-TZVPD def2/J DEFGRID3
* xyz 0 1
B -0.22 1.52 -1.89
C 0.22 0.59 2.13
C 0.83 -1.15 -1.24
C -0.36 -0.93 -2.24
C 0.81 0.02 -0.20
C -0.56 -0.09 3.27
N 0.11 -0.19 1.05
O 0.82 1.65 2.15
O -0.53 0.40 -2.70
O -0.24 2.82 -2.08
H 0.69 -2.12 -0.71
H 1.74 -1.23 -1.79
H -0.41 -1.66 -3.14
H -1.23 -1.29 -1.67
H 1.80 0.44 -0.05
H -1.41 -0.59 2.77
H 0.07 -0.82 3.82
H -0.81 0.73 3.98
H -0.34 -1.12 1.26
H -0.98 3.03 -2.71
*
```

List of Löwdin charges in e, atom by atom: atom 1 (B): -0.291, atom 2 (C): -0.584, atom 3 (C): -0.164, atom 4 (C): -0.225, atom 5 (C): -0.101, atom 6 (C): -0.014, atom 7 (N): 0.016, atom 8 (O): 0.052, atom 9 (O): 0.013, atom 10 (O): 0.202, atom 11 (H): 0.112, atom 12 (H): 0.088, atom 13 (H): 0.147, atom 14 (H): 0.109, atom 15 (H): 0.089, atom 16 (H): 0.072, atom 17 (H): 0.088, atom 18 (H): 0.092, atom 19 (H): 0.157, atom 20 (H): 0.143


# 4
A 3-piece molecular cluster, C5H10BrCl4O3PS overall. Source: the OMol25 dataset; level of theory: wB97M-V/def2-TZVPD.

Values from the calculation:
- LUMO energy (hartree) = -0.0326

```
! RIJCOSX wB97M-V def2-TZVPD def2/J DEFGRID3
* xyz 0 1
O -2.49 -1.24 1.31
C -1.77 -1.02 0.39
O -2.26 -0.76 -0.84
Br -1.22 -1.23 -2.29
O -0.41 -0.95 0.48
P 0.19 0.11 1.58
S -0.14 1.96 1.21
H 1.50 -0.33 1.52
H -0.36 -0.34 2.78
Cl 1.67 0.98 4.40
C 2.94 2.02 5.10
C 2.35 3.12 5.95
Cl 1.46 4.31 4.97
H 3.53 2.42 4.28
H 3.58 1.39 5.72
H 3.16 3.66 6.45
H 1.67 2.72 6.69
Cl -1.13 -3.23 -7.90
C -2.01 -2.75 -6.43
C -1.58 -1.40 -5.92
Cl 0.10 -1.43 -5.29
H -1.86 -3.53 -5.68
H -3.07 -2.72 -6.69
H -2.22 -1.10 -5.10
H -1.62 -0.65 -6.70
*
```

List of Löwdin charges in e, atom by atom: atom 1 (O): 0.157, atom 2 (C): -0.763, atom 3 (O): -0.449, atom 4 (Br): 0.867, atom 5 (O): -0.317, atom 6 (P): 0.273, atom 7 (S): 0.205, atom 8 (H): -0.006, atom 9 (H): -0.012, atom 10 (Cl): 0.542, atom 11 (C): -0.641, atom 12 (C): -0.669, atom 13 (Cl): 0.546, atom 14 (H): 0.071, atom 15 (H): 0.073, atom 16 (H): 0.073, atom 17 (H): 0.067, atom 18 (Cl): 0.542, atom 19 (C): -0.664, atom 20 (C): -0.663, atom 21 (Cl): 0.515, atom 22 (H): 0.069, atom 23 (H): 0.075, atom 24 (H): 0.037, atom 25 (H): 0.071


Number 1: M 94.95 g/mol. Number 2: M 124.96 g/mol. Number 3: M 142.95 g/mol. Number 4: M 402.89 g/mol.